[1]
Molecular formula: C18H42N6NiO6
Method: DFT, wB97M-V/def2-TZVPD

Summary:
Multiplicity = 3
Total charge = +2
Gap between HOMO and LUMO (alpha / beta) = 10.37 / 10.29 eV

```
73
Properties=species:S:1:pos:R:3:forces:R:3:lowdin_spin:R:1
Ni -0.18600 -0.11477 0.14904 0.261 0.857 0.512 1.8424
C 1.72277 2.05417 1.38922 1.259 3.452 -0.057 0.0032
O 0.65049 1.51846 1.26854 -1.348 -1.369 -0.127 0.0257
N 1.82590 3.38240 1.72199 -1.053 -1.350 -0.784 0.0016
C 3.06399 4.11021 1.74778 0.030 -0.036 0.382 0.0005
C 0.71833 4.20588 2.20332 -0.394 0.060 1.801 0.0001
H 2.70350 1.61238 1.15428 -0.165 -0.188 0.098 0.0000
H 3.90314 3.48364 1.44559 -0.051 0.167 -0.073 0.0000
H 3.18381 4.43795 2.78041 0.522 0.244 -0.061 0.0000
H 2.92553 4.97858 1.10369 0.493 0.022 -0.025 0.0001
H 1.01687 4.48730 3.21317 0.025 -0.017 0.371 0.0000
H 0.52074 5.19861 1.79889 0.534 -0.297 -1.144 0.0000
H -0.25726 3.74801 2.36656 0.347 -0.625 -0.610 0.0000
C -2.19682 -2.15404 -1.32603 0.537 0.135 -1.099 0.0038
O -1.37143 -1.47386 -0.70337 -1.119 -0.744 0.407 0.0224
N -2.18719 -2.18204 -2.66004 0.948 0.547 -0.810 -0.0013
C -2.81003 -3.25095 -3.44314 -0.488 -0.315 0.508 0.0000
C -1.31579 -1.26881 -3.36907 -0.154 1.300 -1.108 -0.0001
H -3.01776 -2.77731 -0.93901 0.455 0.078 0.696 0.0002
H -2.60044 -4.17537 -2.90496 -0.785 -0.142 -0.022 0.0000
H -2.41228 -3.44776 -4.43870 0.560 0.755 0.152 0.0000
H -3.85839 -2.99754 -3.60073 -0.135 -0.536 0.212 0.0000
H -0.32842 -1.65565 -3.62117 -0.161 -0.037 0.251 0.0000
H -1.77629 -0.94088 -4.30101 -0.288 -0.821 -0.403 0.0000
H -1.24063 -0.26747 -2.94509 0.325 -0.471 1.015 -0.0001
C -2.09801 0.81508 2.41593 0.438 1.171 2.228 0.0047
O -1.65300 0.20660 1.49086 0.453 -1.389 -3.209 0.0252
N -2.51550 0.18095 3.49219 -0.957 -0.049 1.532 0.0020
C -2.46657 -1.28813 3.56691 0.571 -0.221 0.191 0.0000
C -2.84236 0.90616 4.72759 -1.488 0.124 0.186 0.0005
H -2.02407 1.90976 2.50766 -0.364 -0.061 -0.090 -0.0002
H -2.36807 -1.79063 2.60469 0.354 0.637 -0.112 0.0000
H -3.30618 -1.81731 4.01760 -0.378 0.879 0.335 0.0000
H -1.59742 -1.49442 4.19153 0.076 -0.462 -0.064 0.0000
H -2.20613 0.78455 5.60424 0.508 -0.534 -0.433 0.0002
H -2.97097 1.98290 4.61718 0.398 -0.009 -0.678 0.0000
H -3.84438 0.60064 5.02875 0.009 -0.243 0.174 0.0000
C 1.27584 -1.47120 2.71825 0.992 -0.593 2.140 0.0025
O 0.75641 -1.18678 1.67145 -0.539 -0.019 -2.355 0.0190
N 2.52283 -1.96585 2.88950 -1.756 1.338 -1.378 -0.0007
C 3.04971 -2.32979 4.16640 -0.012 -1.070 0.283 0.0001
C 3.22526 -2.44687 1.71538 -0.121 -0.381 -0.515 -0.0001
H 0.67802 -1.36343 3.63650 0.435 0.095 0.254 -0.0002
H 2.47715 -2.00485 5.03512 -0.221 0.323 -0.374 0.0000
H 4.07292 -1.96742 4.26543 -0.005 -0.273 0.041 0.0000
H 2.96277 -3.41520 4.11709 0.803 -0.241 0.817 -0.0001
H 2.65909 -2.23786 0.80770 0.144 0.798 0.154 -0.0001
H 4.24571 -2.06522 1.68169 -0.092 -0.055 -0.116 0.0000
H 3.21594 -3.53543 1.66025 0.418 -0.246 0.656 0.0000
C -1.03463 2.35236 -1.84626 -2.147 -3.047 -0.373 0.0039
O -0.68226 1.39733 -1.12377 -0.153 1.932 -0.382 0.0241
N -2.29420 2.32275 -2.42643 2.615 -0.108 0.864 -0.0018
C -2.54253 3.24007 -3.50309 -1.321 1.474 -0.990 0.0000
C -3.42829 1.47535 -1.93446 0.482 0.376 -0.622 -0.0002
H -0.33670 3.13252 -2.18750 -0.340 -0.059 0.132 0.0004
H -2.85307 4.21098 -3.11712 -0.954 -0.115 0.011 -0.0001
H -3.23126 2.80228 -4.22566 -0.715 0.119 0.560 0.0000
H -1.83261 3.60345 -4.24610 1.579 -0.946 0.677 0.0000
H -4.11719 2.08602 -1.35085 0.031 0.044 -0.032 -0.0001
H -3.95504 1.08719 -2.80622 -0.032 0.177 -0.041 0.0000
H -3.14341 0.60236 -1.34722 0.581 0.381 0.044 -0.0001
C 2.08655 -0.44956 -2.18557 0.678 0.769 -0.018 0.0032
O 1.12647 -0.49004 -1.40173 1.106 -0.540 -0.595 0.0201
N 2.46123 -1.35059 -3.07544 -1.737 -2.787 -0.358 -0.0004
C 3.73799 -1.43568 -3.75054 0.916 0.394 -0.313 0.0002
C 1.88318 -2.74737 -3.03903 -0.607 0.929 0.612 -0.0001
H 2.81100 0.37236 -2.29424 -0.426 0.581 0.663 -0.0002
H 4.29602 -0.50547 -3.85737 -0.331 0.227 0.408 0.0000
H 3.64271 -1.81388 -4.76837 -0.396 -0.052 0.099 0.0000
H 4.35312 -2.15033 -3.20374 0.201 0.051 -0.032 0.0000
H 2.65177 -3.31066 -2.50982 -0.324 -0.624 -0.425 0.0000
H 0.92935 -2.82006 -2.51652 0.377 0.529 0.748 0.0000
H 1.54648 -3.12878 -4.00301 1.094 0.105 -0.390 0.0000
```
Forces are in eV/Å.

[2]
Molecular formula: C33H33N2O2P2SSn
Method: DFT, wB97M-V/def2-TZVPD

Summary:
Total charge = +3
Gap between HOMO and LUMO (alpha / beta) = 4.94 / 4.95 eV

```
74
Properties=species:S:1:pos:R:3:forces:R:3:lowdin_charge:R:1
Sn -1.03619 -2.43298 -1.03346 0.692 0.480 0.132 1.2899
C 2.81375 -1.47024 1.27313 0.056 0.093 -0.010 -0.0718
N 1.82633 -0.90419 0.32255 0.118 0.016 -0.031 -0.4749
P 0.58423 0.23434 0.83439 0.054 0.029 -0.056 1.0489
C 1.29025 1.04762 2.27132 0.005 -0.016 0.011 -0.3871
C 1.23761 0.53872 3.57121 0.015 -0.027 -0.007 -0.0844
C 1.83106 1.23743 4.60824 -0.012 0.017 0.006 -0.0398
C 2.47941 2.44144 4.35511 0.002 -0.006 0.001 -0.0289
C 2.52690 2.95910 3.06789 -0.005 -0.005 0.007 -0.0461
C 1.92298 2.27003 2.02832 0.008 -0.002 -0.009 -0.0997
C -0.62776 -0.94116 1.54350 -0.042 0.097 0.097 -0.4149
C -0.49070 -2.33872 1.52928 -0.014 -0.142 -0.064 -0.2628
C -1.52131 -3.16427 2.02761 -0.016 -0.027 -0.029 -0.0899
C -2.67598 -2.59787 2.53597 -0.002 -0.022 -0.044 -0.0622
C -2.81356 -1.20758 2.54655 -0.003 0.011 -0.026 -0.0188
C -1.81531 -0.39230 2.03845 -0.042 -0.056 0.010 -0.0698
P 1.59029 -1.49994 -1.19628 -0.841 -0.115 0.176 0.9011
C 2.78233 -2.71810 -1.65198 -0.113 -0.060 -0.084 -0.3757
C 3.99416 -2.27987 -2.19843 -0.001 -0.011 -0.003 -0.0516
C 4.95775 -3.21720 -2.52756 0.001 0.007 -0.004 -0.0244
C 4.70716 -4.57114 -2.33560 0.007 0.001 0.001 -0.0107
C 3.49512 -5.00514 -1.81032 -0.018 -0.010 0.009 -0.0343
C 2.52641 -4.07917 -1.46686 0.056 0.016 0.058 -0.0929
C 1.42249 -0.19704 -2.39865 0.167 -0.024 -0.061 -0.4142
C 0.84194 -0.53308 -3.62416 0.014 0.001 0.001 -0.1171
C 0.76073 0.41862 -4.62720 -0.019 -0.024 -0.003 -0.0510
C 1.25798 1.69894 -4.40498 -0.003 0.010 -0.003 -0.0231
C 1.84333 2.02829 -3.18823 -0.002 0.005 0.009 -0.0335
C 1.92582 1.08402 -2.17721 0.044 -0.022 -0.023 -0.0935
H 2.32684 -1.72639 2.21251 0.002 -0.040 -0.018 0.0823
H 3.58056 -0.72388 1.47561 0.003 -0.011 0.012 0.1043
H 3.28373 -2.35532 0.84985 -0.001 0.002 0.008 0.0842
H 0.73098 -0.39625 3.77983 0.009 -0.011 0.002 0.1086
H 1.78930 0.84746 5.61603 0.002 -0.006 0.003 0.1226
H 2.94336 2.98184 5.16911 0.004 0.003 0.005 0.1256
H 3.02386 3.90053 2.87870 0.002 0.007 -0.002 0.1214
H 1.94165 2.68486 1.02619 0.003 0.004 -0.007 0.0955
H 0.46695 -2.79462 1.28425 -0.006 0.047 0.040 0.0894
H -1.38324 -4.23868 2.04742 0.002 -0.003 0.012 0.1316
H -3.45385 -3.22741 2.94847 0.005 -0.001 0.021 0.1298
H -3.70701 -0.75979 2.96305 -0.005 -0.002 0.015 0.1305
H -1.94707 0.68436 2.05253 0.008 0.016 -0.002 0.1161
H 4.18119 -1.22598 -2.36559 0.001 0.005 0.000 0.1209
H 5.90251 -2.89371 -2.94223 -0.001 0.002 -0.008 0.1288
H 5.46234 -5.29680 -2.60621 0.002 -0.007 0.001 0.1308
H 3.30839 -6.06137 -1.67561 0.002 -0.007 -0.001 0.1259
H 1.58059 -4.41700 -1.05600 -0.006 -0.013 0.000 0.0881
H 0.49186 -1.54505 -3.81517 0.002 0.011 -0.003 0.1109
H 0.33517 0.15926 -5.58758 0.003 0.001 -0.006 0.1267
H 1.20710 2.43850 -5.19312 -0.003 0.002 -0.006 0.1286
H 2.25328 3.01759 -3.03562 -0.007 0.007 0.004 0.1263
H 2.39601 1.33533 -1.23483 0.012 -0.006 -0.002 0.0984
O -4.35954 -2.28086 -0.70660 0.130 0.077 -0.055 0.2239
N -3.62873 -3.03702 -0.40429 -0.041 -0.200 0.033 0.1738
C -4.55399 4.30180 2.29720 -0.007 0.000 0.005 -0.0163
C -3.86737 3.42886 1.29268 0.002 -0.008 -0.003 -0.2271
C -4.55657 2.39676 0.64318 0.004 0.003 0.000 -0.0026
C -3.93794 1.61273 -0.31049 0.007 -0.010 0.018 -0.0638
C -2.59935 1.85120 -0.61437 0.004 0.008 0.000 -0.4365
C -1.88590 2.86317 0.02494 0.004 0.008 -0.002 -0.0871
C -2.52604 3.64578 0.96908 0.001 -0.007 0.000 -0.0054
S -1.71516 0.92469 -1.80224 0.211 0.059 0.005 1.0160
C -2.79249 0.96128 -3.21974 -0.030 -0.012 0.030 -0.1831
O -1.86853 -0.57797 -1.33300 -0.415 -0.154 -0.150 -0.7835
H -5.56768 3.96518 2.50037 -0.002 -0.002 0.002 0.0893
H -4.60402 5.32785 1.92878 -0.002 0.001 -0.001 0.1062
H -3.99871 4.32475 3.23540 0.004 0.006 0.000 0.0986
H -5.59932 2.22804 0.87896 -0.011 0.000 -0.001 0.1297
H -4.49680 0.83208 -0.81114 -0.012 0.003 -0.017 0.1092
H -0.84766 3.04129 -0.22746 0.007 -0.002 0.006 0.1059
H -1.98405 4.44656 1.45591 0.007 0.003 0.005 0.1345
H -3.78355 0.59637 -2.95904 -0.001 0.003 -0.004 0.0684
H -2.33462 0.35116 -3.99583 0.000 -0.002 0.000 0.0635
H -2.84367 2.00029 -3.54651 0.000 0.009 -0.002 0.0919
```
Forces are in eV/Å.

[3]
Molecular formula: C16H14FNO4
Method: DFT, wB97M-V/def2-TZVPD

Summary:
Structure (SMILES) = COc1cccc(NC(=O)COC(=O)c2ccccc2F)c1
Gap between HOMO and LUMO = 8.83 eV

```
36
Properties=species:S:1:pos:R:3:forces:R:3:lowdin_charge:R:1
C -6.54371 0.04625 -0.46027 -0.206 -0.133 -0.007 -0.0893
H -7.28167 0.79314 -0.74838 0.019 -0.089 0.023 0.0931
O -5.31554 0.72935 -0.40068 0.333 0.130 0.030 -0.0751
C -4.19828 0.03633 -0.05962 0.247 -0.152 0.071 -0.2664
C -3.02102 0.78509 -0.02127 -0.162 0.154 -0.061 0.0718
C -1.82268 0.17908 0.31339 -0.446 -0.036 -0.053 -0.2112
C -1.79179 -1.18377 0.61383 0.015 -0.059 0.018 -0.0432
C -2.95925 -1.91609 0.57499 0.179 0.099 0.001 -0.0841
C -4.16538 -1.32146 0.24044 -0.403 0.082 -0.084 -0.0349
H -5.06015 -1.92211 0.21868 -0.104 -0.021 -0.012 0.0991
H -2.93706 -2.97035 0.80759 0.008 -0.076 0.020 0.1054
H -0.85733 -1.65812 0.87728 0.106 -0.051 0.033 0.1057
N -0.61138 0.87843 0.36413 0.219 -0.470 0.157 0.1432
C -0.36330 2.18445 0.11244 0.661 -0.111 0.042 -0.4341
O -1.17529 3.02812 -0.18432 -0.089 0.213 -0.015 0.0900
C 1.11884 2.54645 0.26664 -0.140 0.704 -0.174 -0.0483
H 1.41538 3.21707 -0.54678 -0.166 -0.148 0.154 0.1413
H 1.24732 3.09082 1.21022 -0.016 -0.086 -0.140 0.1510
O 1.94037 1.38484 0.26843 -0.178 -0.188 0.123 -0.0157
C 3.21523 1.53662 -0.14628 0.221 0.064 -0.084 -0.4222
O 3.69294 2.58877 -0.46467 -0.055 -0.053 0.084 0.1552
C 3.90960 0.22079 -0.17001 0.229 0.035 0.033 -0.0541
C 5.26669 0.12243 0.13134 -0.145 -0.094 -0.037 -0.2122
C 5.93354 -1.08939 0.08352 0.000 0.161 0.006 0.0028
C 5.23940 -2.22856 -0.28241 -0.045 0.099 0.011 -0.0672
C 3.88915 -2.15439 -0.58783 -0.084 -0.088 -0.056 -0.0749
C 3.23003 -0.94117 -0.52907 0.130 0.035 0.056 -0.0135
H 2.18285 -0.87749 -0.78201 -0.087 0.004 -0.001 0.1166
H 3.35069 -3.04413 -0.87539 -0.047 -0.068 -0.035 0.1052
H 5.75414 -3.17587 -0.32882 0.052 -0.077 0.005 0.1084
H 6.98286 -1.12216 0.33041 0.094 0.030 0.040 0.1211
F 5.94822 1.20968 0.51261 -0.052 -0.086 -0.043 0.0985
H 0.19416 0.31922 0.61533 -0.127 0.172 -0.093 0.1329
H -3.06400 1.83468 -0.25512 0.009 0.069 -0.011 0.1144
H -6.81802 -0.37549 0.51223 0.023 0.006 -0.045 0.0954
H -6.52559 -0.75105 -1.21056 0.008 0.026 0.044 0.0953
```
Forces are in eV/Å.

Asked for energy relative to the best compared isomer or geometry (same formula, charge and spin) across the records above, the calculation gives 0.0 239.9 2.3 kJ/mol in order.
Asked for F_max across the records above, the calculation gives 3.75 0.87 0.74 eV/Å in order.